No. 1
Computed, not measured: a structure of composition C18H27N7O5PTi in a non-equilibrium geometry, with ωB97M-V/def2-TZVPD.

```
59
C18H27N7O5PTi, DFT ωB97M-V/def2-TZVPD
Ti 0.4707 -0.3708 -0.2862
C -2.5566 -1.6411 -3.0807
C -1.7139 -1.4063 -1.8690
N -0.7804 -0.3453 -1.8021
N -0.7394 0.5835 -2.7596
C -0.0075 1.5971 -2.4653
O 0.5637 1.6358 -1.2001
C 0.1895 2.7241 -3.3760
C 0.6204 3.9689 -2.9103
C 0.7811 5.0359 -3.7837
C 0.5086 4.8824 -5.1356
C 0.0804 3.6435 -5.6068
C -0.0685 2.5740 -4.7433
C -1.7795 -2.1191 -0.7180
C -2.6907 -3.2219 -0.4754
C -2.7592 -3.8068 0.7391
C -1.9178 -3.3480 1.8040
C -1.0432 -2.3383 1.5239
N -0.9224 -1.7176 0.3351
H -2.4190 -0.8274 -3.7933
H -2.3002 -2.5724 -3.5952
H -3.6208 -1.6914 -2.8333
H 0.8200 4.1025 -1.8534
H 1.1124 5.9928 -3.4001
H 0.6363 5.7134 -5.8173
H -0.1279 3.5069 -6.6603
H -0.3907 1.6080 -5.1043
H -3.3117 -3.5624 -1.2926
H -3.4430 -4.6305 0.9067
H -1.9313 -3.7999 2.7832
H -0.3460 -2.0043 2.2922
N -1.7319 1.0323 0.7241
N -1.6729 1.1545 2.1111
C -0.5343 0.8577 2.7906
O -0.4028 1.0556 3.9808
O 0.4147 0.3323 2.0165
H -1.9192 1.9206 0.2598
H -2.3638 0.2944 0.4183
H -2.4567 1.4914 2.6675
N 3.2294 2.4199 -1.5114
C 3.6668 2.6755 -0.1347
P 3.6590 1.0811 0.7818
O 4.9875 0.4311 0.6345
O 2.3912 0.3796 0.3569
C 3.3990 1.5545 2.5359
N 2.7160 0.4495 3.2134
H 1.5242 1.9360 -1.2880
H 3.6984 1.6043 -1.8975
H 3.4189 3.2126 -2.1223
H 2.9631 3.3771 0.3195
H 4.6745 3.0985 -0.0716
H 2.7503 2.4321 2.5920
H 4.3660 1.7987 2.9868
H 2.6851 0.5858 4.2202
H 3.1868 -0.4308 3.0241
H 1.2855 0.2464 2.5302
C 1.5056 -1.8292 -0.9790
H 2.5302 -2.0136 -0.6448
H 1.1014 -2.6296 -1.6072
```

Properties
- E_LUMO: 2.56 eV
- ΔE to the lowest compared entry with this formula, charge and spin: 0.00 kcal/mol
- Total charge: -1
- HOMO energy: -2.3 eV
- Gap between HOMO and LUMO: 4.9 eV

***

No. 2
Computed, not measured: an isolated molecule of C4H6BrF3N2O in a non-equilibrium geometry, with ωB97M-V/def2-TZVPD.

```
17
C4H6BrF3N2O, DFT ωB97M-V/def2-TZVPD
C 0.0686 1.9811 -0.3837
C -0.0844 0.0048 0.9189
C -0.6388 -1.2274 -1.1962
C 0.9509 -1.0442 1.4937
N -1.3296 1.4483 -0.6403
N -0.9188 -0.5079 -0.0886
O 0.7898 1.0143 0.4322
F 0.3776 -2.2958 1.4465
F 1.0947 -0.7664 2.7959
F -1.5241 1.2998 -1.9773
Br 1.4046 -0.7929 -2.0188
H 0.6973 2.2573 -1.1990
H -0.1798 2.7984 0.3310
H -0.7420 0.2947 1.8331
H -0.6204 -2.2124 -0.8449
H -1.2594 -1.1232 -2.0692
H 1.9136 -1.1285 1.1666
```

Properties
- E_LUMO (spin up / spin down): 0.39 / -2.97 eV
- 2S+1: 3
- HOMO energy (spin up / spin down): -8.9 / -9.6 eV
- Expectation value of S²: 2.01
- Gap between HOMO and LUMO (spin up / spin down): 9.3 / 6.7 eV

***

No. 3
Computed, not measured: a structure of composition CH3Br2N in a non-equilibrium geometry, with ωB97M-V/def2-TZVPD.

```
7
CH3Br2N, DFT ωB97M-V/def2-TZVPD
C -0.7923 -0.0341 0.0131
N 0.9033 -0.1138 0.5367
Br 1.7171 -1.4789 -0.3090
Br 1.6063 1.7113 0.0789
H -1.4031 0.4485 0.7778
H -0.7888 0.5104 -0.8605
H -1.2425 -1.0434 -0.2370
```

Properties
- E_LUMO: -0.79 eV
- ΔE to the lowest compared entry with this formula, charge and spin: 39.60 kcal/mol
- HOMO energy: -9.3 eV
- Gap between HOMO and LUMO: 8.5 eV

***

No. 4
Computed, not measured: a cluster of 2 separate species, C24H46FNO7P in total, with ωB97M-V/def2-TZVPD.

```
80
C24H46FNO7P, DFT ωB97M-V/def2-TZVPD
C 0.4570 -2.0583 -3.0848
C 1.7056 -2.4472 -3.8321
O 2.6866 -2.8828 -3.3200
O 1.5929 -2.2687 -5.1803
C 2.7060 -1.6803 -5.8655
C 2.4469 -0.1881 -6.0493
C 2.8055 0.7371 -4.8800
F 1.6774 1.4055 -4.5057
O 3.2771 0.0352 -3.7532
C 4.6476 -0.0323 -3.8808
O 5.3301 -0.8548 -3.3872
O 5.0748 0.9822 -4.6745
C 3.9444 1.7346 -5.1293
C 3.8502 3.0190 -4.3115
O 3.9789 2.7148 -2.9312
N 5.2578 3.1337 -2.4512
O 5.4763 2.6495 -1.4220
H -0.3228 -1.7082 -3.7584
H 0.7285 -1.2693 -2.3804
H 0.0896 -2.9270 -2.5359
H 2.7542 -2.1514 -6.8465
H 3.6307 -1.9271 -5.3389
H 2.9272 0.1719 -6.9626
H 1.3707 -0.0794 -6.2062
H 4.0834 1.9973 -6.1778
H 2.8858 3.5025 -4.4730
H 4.6426 3.7095 -4.6133
C -1.7077 -1.8009 6.0149
C -0.7511 -2.0427 4.8514
C 0.0288 -0.7895 4.4553
C -0.7839 0.2779 3.7048
P -1.0083 0.0409 1.9302
C 0.6264 -0.2745 1.2232
C 1.8012 0.6418 1.5976
C 1.8561 2.0323 0.9578
C 1.6589 2.0308 -0.5527
C -1.5991 1.6014 1.2459
C -2.9193 2.2352 1.7130
C -4.2219 1.6351 1.1833
C -4.2246 1.3347 -0.3110
C -1.9060 -1.4363 1.3873
C -3.4045 -1.6959 1.6036
C -3.9575 -1.5492 3.0299
C -4.1887 -2.8940 3.7152
H -2.4334 -1.0136 5.7985
H -2.2679 -2.7037 6.2544
H -1.1555 -1.5057 6.9081
H -1.3002 -2.4440 3.9962
H -0.0342 -2.8139 5.1384
H 0.9078 -1.0634 3.8678
H 0.4116 -0.3209 5.3644
H -0.2550 1.2362 3.7616
H -1.7463 0.4563 4.1877
H 0.4996 -0.3363 0.1393
H 0.8736 -1.2921 1.5411
H 2.7019 0.1011 1.2983
H 1.8642 0.7414 2.6842
H 2.8432 2.4405 1.1829
H 1.1522 2.7210 1.4329
H 2.4277 1.4335 -1.0457
H 1.7300 3.0422 -0.9510
H 0.6834 1.6371 -0.8496
H -1.5460 1.5275 0.1573
H -0.8025 2.2950 1.5265
H -2.8692 3.2801 1.3990
H -2.9469 2.2557 2.8057
H -5.0189 2.3484 1.4008
H -4.4777 0.7393 1.7492
H -4.0933 2.2447 -0.8991
H -5.1712 0.8839 -0.6083
H -3.4349 0.6359 -0.5983
H -1.3198 -2.2747 1.7764
H -1.7156 -1.4476 0.3072
H -3.5769 -2.7210 1.2682
H -3.9664 -1.0746 0.9085
H -4.9091 -1.0165 2.9905
H -3.2971 -0.9342 3.6443
H -4.9762 -3.4487 3.2042
H -4.4963 -2.7612 4.7519
H -3.2888 -3.5123 3.7085
```

Properties
- E_LUMO: -2.03 eV
- Total charge: +1
- HOMO energy: -12.4 eV
- Gap between HOMO and LUMO: 10.4 eV

***

No. 5
Computed, not measured: the ion C6H17N2OSi with charge +1 in a non-equilibrium geometry, with ωB97M-V/def2-TZVPD.

```
27
C6H17N2OSi, DFT ωB97M-V/def2-TZVPD
C -0.0445 -2.0004 0.5621
C -1.2606 -1.6526 1.5490
C 0.9290 -0.8996 0.6509
C -1.9843 -0.5365 0.8737
C 0.2661 0.4761 0.3423
C 0.3280 0.2870 -1.4979
N 1.4667 0.3641 -2.2055
N -0.5917 1.5764 -1.7086
O -1.0499 0.5655 0.7088
Si 1.2921 1.8716 1.0533
H 0.4163 -2.9241 0.7986
H -0.4876 -2.0512 -0.4533
H -1.9228 -2.5167 1.6436
H -0.9750 -1.3260 2.5914
H 1.2447 -0.7084 1.6684
H 1.8360 -1.0634 0.0726
H -2.3292 -0.8536 -0.1566
H -2.7576 -0.0082 1.4695
H -0.2542 -0.5116 -1.7593
H 2.3467 0.4755 -1.8075
H 1.5384 -0.2391 -2.9955
H -1.0315 1.4623 -2.5676
H 0.0520 2.2963 -1.7525
H -1.2093 1.5816 -0.8956
H 0.5437 2.2424 2.3432
H 1.1865 2.9625 0.0636
H 2.4520 1.1303 1.4086
```

Properties
- E_LUMO: -2.82 eV
- ΔE to the lowest compared entry with this formula, charge and spin: 51.50 kcal/mol
- Total charge: +1
- HOMO energy: -13.1 eV
- Gap between HOMO and LUMO: 10.3 eV
- Structure (SMILES): N[C@H]([NH3+])[C@]1([SiH3])CCCCO1

***

No. 6
Computed, not measured: a cluster of 2 separate species, CH2N2O3P in total in a non-equilibrium geometry, with ωB97M-V/def2-TZVPD.

```
9
CH2N2O3P, DFT ωB97M-V/def2-TZVPD
C 0.2955 1.6748 -0.0689
N 0.8820 2.3348 0.6473
N 0.4373 -2.0454 -0.6668
O -0.8231 -1.2299 1.8760
O 0.1441 1.0432 -2.6480
O 0.2881 -0.8927 -1.1799
P -0.6331 0.7880 -1.4317
H -0.5679 -1.0561 1.0063
H -0.0230 -0.6165 2.4658
```

Properties
- E_LUMO (spin up / spin down): 4.02 / 4.02 eV
- ΔE to the lowest compared entry with this formula, charge and spin: 115.23 kcal/mol
- Total charge: -1
- HOMO energy (spin up / spin down): -3.5 / -3.7 eV
- Gap between HOMO and LUMO (spin up / spin down): 7.5 / 7.7 eV

***

No. 7
Computed, not measured: a cluster of 5 separate species, H10O5 in total in a non-equilibrium geometry, with ωB97M-V/def2-TZVPD.

```
15
H10O5, DFT ωB97M-V/def2-TZVPD
H 0.0093 -1.1589 -0.7049
H 0.2873 -1.2830 -2.1623
H -0.2133 2.9611 -1.3993
H -0.5378 1.5275 -1.5292
H 4.5782 -0.2097 -0.0628
H 4.4726 -1.0019 1.2448
H -2.0888 1.2638 1.9235
H -0.5937 1.3458 1.5094
H -2.8203 -1.0568 0.1877
H -3.3785 -2.2585 0.8126
O 0.5809 -0.8947 -1.3441
O -0.4743 2.2681 -0.8093
O 5.1023 -0.6264 0.6168
O -1.3706 0.7724 1.6766
O -3.5533 -1.6487 0.0406
```

Properties
- E_LUMO: 0.34 eV
- ΔE to the lowest compared entry with this formula, charge and spin: 37.79 kcal/mol
- HOMO energy: -11.5 eV
- Gap between HOMO and LUMO: 11.8 eV
- Structure (SMILES): O.O.O.O.O

***

No. 8
Computed, not measured: a cluster of 9 separate species, C11H15Cl25 in total in a non-equilibrium geometry, with ωB97M-V/def2-TZVPD.

```
51
C11H15Cl25, DFT ωB97M-V/def2-TZVPD
Cl 2.1883 1.7763 -2.3438
C 0.7670 1.1879 -1.3898
C 1.1214 0.4947 -0.0657
Cl 1.7967 -1.1500 -0.3771
H 0.1610 0.5678 -2.0502
H 0.1836 2.0642 -1.1071
H 0.2031 0.3969 0.5134
H 1.8157 0.9996 0.6060
Cl -3.1833 -2.3898 0.3587
C -3.1278 -2.7921 2.1326
C -3.8402 -4.0683 2.5109
Cl -4.0647 -4.2695 4.2353
H -3.4576 -1.9176 2.6934
H -2.0769 -2.8475 2.4168
H -3.3213 -4.9753 2.2005
H -4.8546 -4.0818 2.1124
C -1.0452 -2.4422 -7.8077
Cl -0.2503 -2.0183 -6.2605
Cl -0.4385 -3.9730 -8.3702
Cl -0.7711 -1.2274 -9.0642
H -2.1123 -2.6162 -7.6695
C 7.9965 2.4498 -0.0962
Cl 8.2303 4.1084 -0.8199
Cl 8.2206 1.1998 -1.3737
Cl 6.3836 2.2995 0.5896
H 8.7245 2.2663 0.6940
C -4.3251 3.3089 -3.7946
Cl -3.4952 4.7292 -4.3800
Cl -4.1127 3.1738 -2.0609
Cl -3.7093 1.9189 -4.6071
H -5.3915 3.4657 -3.9564
C 5.1299 -2.3521 5.3050
Cl 4.7742 -2.3899 7.0345
Cl 6.8608 -2.0735 5.0197
Cl 4.0732 -1.1708 4.4864
H 4.7300 -3.2474 4.8289
C 0.2015 -5.3899 -2.2473
Cl -0.0641 -6.0590 -0.6170
Cl -1.0109 -5.9777 -3.3403
Cl 1.8179 -5.7819 -2.9100
H 0.0707 -4.3129 -2.1424
C 0.0916 6.1139 1.8092
Cl 1.4721 5.0752 1.4053
Cl -0.5413 6.8249 0.3546
Cl 0.6144 7.4312 2.9033
H -0.7210 5.5554 2.2738
C -4.3039 2.5385 4.5394
Cl -3.2428 2.2672 3.1311
Cl -4.0451 1.2795 5.7725
Cl -5.9869 2.4970 3.9733
H -4.1352 3.5336 4.9508
```

Properties
- E_LUMO: -0.02 eV
- ΔE to the lowest compared entry with this formula, charge and spin: 0.00 kcal/mol
- HOMO energy: -10.8 eV
- Gap between HOMO and LUMO: 10.8 eV
- Structure (SMILES): ClC(Cl)Cl.ClC(Cl)Cl.ClC(Cl)Cl.ClC(Cl)Cl.ClC(Cl)Cl.ClC(Cl)Cl.ClC(Cl)Cl.ClCCCl.ClCCCl

***

Copy entry 8 word for word.
Computed, not measured: a cluster of 9 separate species, C11H15Cl25 in total in a non-equilibrium geometry, with ωB97M-V/def2-TZVPD.

```
51
C11H15Cl25, DFT ωB97M-V/def2-TZVPD
Cl 2.1883 1.7763 -2.3438
C 0.7670 1.1879 -1.3898
C 1.1214 0.4947 -0.0657
Cl 1.7967 -1.1500 -0.3771
H 0.1610 0.5678 -2.0502
H 0.1836 2.0642 -1.1071
H 0.2031 0.3969 0.5134
H 1.8157 0.9996 0.6060
Cl -3.1833 -2.3898 0.3587
C -3.1278 -2.7921 2.1326
C -3.8402 -4.0683 2.5109
Cl -4.0647 -4.2695 4.2353
H -3.4576 -1.9176 2.6934
H -2.0769 -2.8475 2.4168
H -3.3213 -4.9753 2.2005
H -4.8546 -4.0818 2.1124
C -1.0452 -2.4422 -7.8077
Cl -0.2503 -2.0183 -6.2605
Cl -0.4385 -3.9730 -8.3702
Cl -0.7711 -1.2274 -9.0642
H -2.1123 -2.6162 -7.6695
C 7.9965 2.4498 -0.0962
Cl 8.2303 4.1084 -0.8199
Cl 8.2206 1.1998 -1.3737
Cl 6.3836 2.2995 0.5896
H 8.7245 2.2663 0.6940
C -4.3251 3.3089 -3.7946
Cl -3.4952 4.7292 -4.3800
Cl -4.1127 3.1738 -2.0609
Cl -3.7093 1.9189 -4.6071
H -5.3915 3.4657 -3.9564
C 5.1299 -2.3521 5.3050
Cl 4.7742 -2.3899 7.0345
Cl 6.8608 -2.0735 5.0197
Cl 4.0732 -1.1708 4.4864
H 4.7300 -3.2474 4.8289
C 0.2015 -5.3899 -2.2473
Cl -0.0641 -6.0590 -0.6170
Cl -1.0109 -5.9777 -3.3403
Cl 1.8179 -5.7819 -2.9100
H 0.0707 -4.3129 -2.1424
C 0.0916 6.1139 1.8092
Cl 1.4721 5.0752 1.4053
Cl -0.5413 6.8249 0.3546
Cl 0.6144 7.4312 2.9033
H -0.7210 5.5554 2.2738
C -4.3039 2.5385 4.5394
Cl -3.2428 2.2672 3.1311
Cl -4.0451 1.2795 5.7725
Cl -5.9869 2.4970 3.9733
H -4.1352 3.5336 4.9508
```

Properties
- E_LUMO: -0.02 eV
- ΔE to the lowest compared entry with this formula, charge and spin: 0.00 kcal/mol
- HOMO energy: -10.8 eV
- Gap between HOMO and LUMO: 10.8 eV
- Structure (SMILES): ClC(Cl)Cl.ClC(Cl)Cl.ClC(Cl)Cl.ClC(Cl)Cl.ClC(Cl)Cl.ClC(Cl)Cl.ClC(Cl)Cl.ClCCCl.ClCCCl